No. 1
Molecular formula: C2HF3N2
Method: DFT, ωB97M-V/def2-TZVPD

Each line ends with the Mulliken charge.
Element x y z (Å)
C (-1.16760, -0.43413, 1.18168)  -0.60
C (-0.44353, -1.31375, 0.35010)  0.96
N (2.55680, -1.24810, -0.16677)  0.16
N (3.43474, -1.23829, -0.83785)  -0.18
F (-1.96795, -1.45652, 0.00456)  -0.19
F (0.05420, -1.14924, -0.88496)  -0.19
F (-0.04083, -2.49903, 0.74627)  -0.17
H (-1.35191, 0.42793, 0.66450)  0.21

Properties
Molar mass: 110.04 g mol⁻¹
Energy: -485.7858 Eh
Frontier orbital gap: 9.67 eV
ΔE to the lowest compared entry with this formula, charge and spin: 76.2 kcal/mol
LUMO: -0.385 eV
F_max: 3.714 eV/A
Highest occupied orbital energy: -0.36934 hartree

---

No. 2
Molecular formula: CH3ClOS
Method: DFT, ωB97M-V/def2-TZVPD

Each line ends with the Mulliken charge.
Element x y z (Å)
O (1.97110, -1.16335, 0.10094)  -0.41
C (0.88428, -0.42480, -0.12805)  0.14
S (0.85607, 1.18290, -0.00729)  -0.24
H (1.76453, -2.10554, -0.02891)  0.35
H (0.00212, -1.00792, -0.40981)  0.19
Cl (-2.04380, -0.23878, -0.03876)  -0.29
H (-1.79364, 0.10190, 1.17498)  0.27

Properties
Molar mass: 98.55 g mol⁻¹
Energy: -973.4868 Eh
Frontier orbital gap: 9.19 eV
ΔE to the lowest compared entry with this formula, charge and spin: 2.5 kcal/mol
LUMO: 0.343 eV
F_max: 1.354 eV/A
Highest occupied orbital energy: -0.32507 hartree

---

No. 3
Molecular formula: C2H2N2O3
Method: DFT, ωB97M-V/def2-TZVPD

Each line ends with the Mulliken charge.
Element x y z (Å)
C (-0.55577, -0.04784, -0.61232)  0.25
C (0.36127, -0.32340, 0.52975)  0.54
N (-0.80080, 0.31300, -1.69998)  0.19
N (-0.08235, -0.68187, 1.73907)  -0.50
O (1.54983, -0.16110, 0.09554)  -0.61
O (-0.68517, 1.08530, -2.71423)  -0.32
O (0.94484, -0.62396, 2.58298)  -0.32
H (-1.32613, 1.02796, -3.43840)  0.40
H (0.59427, -0.58810, 3.51758)  0.36

Properties
Molar mass: 102.05 g mol⁻¹
Energy: -412.3947 Eh
Frontier orbital gap (spin up / spin down): 7.11 / 7.11 eV
ΔE to the lowest compared entry with this formula, charge and spin: 160.8 kcal/mol
LUMO (spin up / spin down): -0.749 / -0.750 eV
F_max: 4.123 eV/A
Highest occupied orbital energy (spin up / spin down): -0.28884 / -0.28877 hartree

---

No. 4
Molecular formula: C5H10O2
Method: DFT, ωB97M-V/def2-TZVPD

Each line ends with the Mulliken charge.
Element x y z (Å)
C (1.06899, -1.11381, -1.48035)  -1.30
C (-0.13149, -0.15276, -1.27633)  -0.58
C (-0.74734, 0.09557, 0.14930)  0.53
C (0.31156, -0.58674, 0.97859)  -0.33
O (1.35493, -0.09530, 1.32541)  -0.49
C (-0.99148, 1.58820, 0.40221)  -0.25
O (-0.33949, 2.47338, -0.09112)  -0.48
H (1.30977, -1.09388, -2.54774)  0.38
H (1.97085, -0.79830, -0.94517)  0.36
H (0.88106, -2.16151, -1.21324)  0.31
H (0.21474, 0.83652, -1.58166)  0.30
H (-0.94236, -0.47850, -1.92861)  0.31
H (-1.71070, -0.41262, 0.30350)  0.33
H (0.11147, -1.67332, 1.07766)  0.41
H (-1.86103, 1.83990, 1.05000)  0.44
H (0.11321, 0.84627, 2.81687)  -0.09
H (-0.61269, 0.88691, 2.96067)  0.13

Properties
Molar mass: 102.13 g mol⁻¹
Energy: -346.9086 Eh
Frontier orbital gap: 10.67 eV
ΔE to the lowest compared entry with this formula, charge and spin: 73.3 kcal/mol
LUMO: 0.745 eV
F_max: 0.548 eV/A
Highest occupied orbital energy: -0.36457 hartree

---

No. 5
Molecular formula: C24H41BFNO13
Method: DFT, ωB97M-V/def2-TZVPD

Each line ends with the Mulliken charge.
Element x y z (Å)
C (-0.37958, -2.10587, -1.66389)  -0.90
B (1.26058, -1.85185, -1.91178)  0.18
C (2.35390, -2.00784, -0.68879)  -0.53
C (1.70093, -2.62975, 0.68070)  0.56
O (2.25400, -3.74890, 1.20206)  -0.50
F (0.55966, -2.02032, 1.43315)  -0.25
C (1.67110, -1.48364, -3.46616)  0.52
C (2.11851, 0.04437, -3.98296)  -0.41
C (2.42339, 0.17482, -5.57733)  -0.22
N (2.37894, -0.82844, -6.67752)  -0.46
C (2.02163, -2.21974, -6.28321)  -0.36
C (1.66841, -2.55892, -4.73199)  -0.17
H (-0.48187, -3.16081, -1.13818)  0.30
H (-0.87791, -1.25973, -1.02773)  0.29
H (-0.93878, -2.19680, -2.70870)  0.21
H (3.18009, -2.76087, -1.07395)  0.30
H (2.89701, -0.98175, -0.50746)  0.34
H (2.16970, 0.95305, -3.24014)  0.26
H (2.70265, 1.28434, -5.92696)  0.27
H (1.95235, -3.06273, -7.09279)  0.33
H (1.38135, -3.68438, -4.47936)  0.23
C (-1.31472, -0.95408, -9.23952)  -1.15
C (-0.97339, -1.90397, -8.10495)  0.15
O (-2.16122, -2.32651, -7.42362)  -0.32
C (-2.86912, -3.31010, -8.03382)  0.70
O (-2.57867, -3.85750, -9.08563)  -0.56
O (-3.97204, -3.56229, -7.28529)  -0.32
C (-4.85007, -4.52749, -7.85860)  -0.64
H (-1.92535, -0.12177, -8.87496)  0.22
H (-0.40559, -0.55466, -9.69730)  0.38
H (-1.89782, -1.45918, -10.01590)  0.34
H (-0.35334, -1.38205, -7.36850)  0.15
H (-0.39635, -2.76628, -8.45859)  0.23
H (-4.31838, -5.44995, -8.11345)  0.29
H (-5.33878, -4.10614, -8.74278)  0.29
H (-5.61945, -4.76804, -7.11946)  0.23
C (-1.18304, 5.38158, -7.63391)  -1.10
C (-0.84171, 4.43169, -6.49934)  -0.11
O (-2.02954, 4.00915, -5.81801)  -0.37
C (-2.73744, 3.02556, -6.42821)  0.77
O (-2.44699, 2.47816, -7.48002)  -0.56
O (-3.84036, 2.77337, -5.67969)  -0.33
C (-4.71839, 1.80817, -6.25299)  -0.54
H (-1.79367, 6.21389, -7.26935)  0.29
H (-0.27391, 5.78100, -8.09169)  0.36
H (-1.76614, 4.87647, -8.41029)  0.30
H (-0.22166, 4.95361, -5.76289)  0.31
H (-0.26467, 3.56938, -6.85298)  0.25
H (-4.18671, 0.88570, -6.50784)  0.22
H (-5.20710, 2.22952, -7.13718)  0.28
H (-5.48777, 1.56762, -5.51385)  0.22
C (1.83127, -1.88581, 4.06710)  -0.51
C (2.51740, -0.63538, 4.58836)  -0.27
O (1.94348, -0.22558, 5.83591)  -0.36
C (2.36389, -0.91145, 6.92850)  0.73
O (3.17832, -1.82082, 6.93630)  -0.56
O (1.70160, -0.42909, 8.00971)  -0.29
C (1.99355, -1.12090, 9.22108)  -0.60
H (0.74744, -1.73920, 4.01893)  0.30
H (2.20017, -2.14340, 3.07051)  -0.16
H (2.00696, -2.73857, 4.73028)  0.32
H (2.36077, 0.18622, 3.88149)  0.32
H (3.60027, -0.77716, 4.68260)  0.30
H (3.07211, -1.17327, 9.40147)  0.33
H (1.55767, -2.12450, 9.18993)  0.32
H (1.53412, -0.56944, 10.04627)  0.11
C (0.35204, 2.69980, 10.40417)  -1.11
C (1.66361, 2.51448, 11.14679)  -0.07
O (1.66808, 3.27189, 12.36334)  -0.34
C (1.00015, 2.71393, 13.40424)  0.73
O (0.41778, 1.64108, 13.39178)  -0.56
O (1.06862, 3.56832, 14.45574)  -0.33
C (0.33501, 3.13644, 15.59877)  -0.62
H (0.14100, 3.76349, 10.25400)  0.35
H (0.38419, 2.20251, 9.43087)  0.33
H (-0.48643, 2.28731, 10.97401)  0.30
H (2.48590, 2.89570, 10.53219)  0.29
H (1.87184, 1.45628, 11.34288)  0.23
H (0.61210, 2.11819, 15.89024)  0.29
H (-0.73891, 3.20217, 15.39743)  0.29
H (0.57329, 3.80766, 16.42873)  0.22

Properties
Molar mass: 581.40 g mol⁻¹
Energy: -2096.4173 Eh
Frontier orbital gap: 8.50 eV
LUMO: -0.764 eV
F_max: 9.789 eV/A
Highest occupied orbital energy: -0.34060 hartree

---

No. 6
Molecular formula: C6H12O
Method: DFT, ωB97M-V/def2-TZVPD

Each line ends with the Mulliken charge.
Element x y z (Å)
C (1.39546, -0.38386, -2.13042)  -1.17
C (0.94671, 0.53101, -0.99233)  -0.66
C (0.06250, -0.18936, 0.03906)  0.59
C (-1.26048, -0.52946, -0.60208)  -0.22
O (-1.62534, -1.64075, -0.90309)  -0.48
C (-0.16149, 0.66171, 1.29660)  -0.77
C (-1.08740, -0.00111, 2.31943)  -1.20
H (2.01065, 0.15643, -2.85551)  0.37
H (1.99044, -1.21881, -1.74460)  0.31
H (0.54138, -0.81126, -2.66708)  0.30
H (1.82348, 0.93706, -0.46954)  0.34
H (0.39806, 1.39553, -1.39478)  0.34
H (0.53363, -1.14175, 0.31168)  0.23
H (-1.90118, 0.35844, -0.81723)  0.34
H (-0.55457, 1.64659, 1.00674)  0.31
H (0.81745, 0.85834, 1.74720)  0.36
H (-1.01879, 0.47734, 3.30019)  0.38
H (-0.82407, -1.05552, 2.46179)  0.32
H (-2.13748, 0.04334, 2.00844)  0.31

Properties
Molar mass: 100.16 g mol⁻¹
Energy: -311.0449 Eh
Frontier orbital gap: 10.77 eV
ΔE to the lowest compared entry with this formula, charge and spin: 9.0 kcal/mol
LUMO: 1.098 eV
F_max: 0.513 eV/A
Highest occupied orbital energy: -0.35555 hartree

---

No. 7
Molecular formula: C2H9NO2
Method: DFT, ωB97M-V/def2-TZVPD

Each line ends with the Mulliken charge.
Element x y z (Å)
C (-1.82504, -0.49998, -0.49850)  -0.98
C (-1.34681, 0.66594, -1.11909)  0.07
N (-1.20915, 2.00248, -0.64401)  -0.44
H (-2.57883, -0.40405, 0.35802)  0.25
H (-1.31488, -1.46811, -0.72585)  0.36
H (-1.01193, 0.61274, -2.12300)  0.31
H (-1.72470, 2.25609, 0.22373)  0.22
H (-0.96219, 2.80083, -1.27948)  0.21
O (3.15216, -0.39135, 1.17978)  -0.64
H (3.40907, 0.40717, 0.71975)  0.31
H (2.28110, -0.66014, 0.91099)  0.36
O (0.52161, -1.55933, 0.60135)  -0.75
H (0.04459, -0.75203, 0.79876)  0.37
H (-0.03725, -2.20016, 1.08170)  0.34

Properties
Molar mass: 79.10 g mol⁻¹
Energy: -286.7721 Eh
Frontier orbital gap: 9.00 eV
ΔE to the lowest compared entry with this formula, charge and spin: 29.1 kcal/mol
LUMO: 0.733 eV
F_max: 2.559 eV/A
Highest occupied orbital energy: -0.30376 hartree

---

No. 8
Molecular formula: C13H41FNO10
Method: DFT, ωB97M-V/def2-TZVPD

Each line ends with the Mulliken charge.
Element x y z (Å)
C (3.44746, -0.79039, -1.00904)  -1.16
C (2.30659, 0.21832, -1.29523)  -0.24
C (0.98609, -0.50573, -1.21089)  -0.12
F (0.84108, -0.97757, 0.06940)  -0.30
N (-0.12587, 0.30567, -1.57045)  -0.28
C (-1.43953, -0.28388, -1.26069)  0.27
C (-1.58501, -1.74381, -1.75350)  0.47
O (-1.61791, -2.64039, -0.86055)  -0.72
O (-1.63303, -1.89481, -2.98341)  -0.76
H (3.05176, -1.79487, -1.07746)  0.34
H (3.74267, -0.66264, 0.02248)  0.24
H (4.29256, -0.66105, -1.66882)  0.35
H (2.40292, 0.65874, -2.28104)  0.37
H (2.37157, 1.00863, -0.56170)  0.19
H (1.06560, -1.38386, -1.86388)  0.27
H (-0.10125, 0.53667, -2.55090)  0.27
H (-2.20132, 0.27548, -1.77216)  -0.16
H (-1.58532, -0.23064, -0.19659)  -0.02
C (-3.81050, 1.22863, 1.29808)  -0.75
O (-3.82271, 1.36936, -0.11548)  -0.28
H (-3.63046, 0.18031, 1.52133)  0.24
H (-3.01067, 1.82810, 1.74346)  0.30
H (-4.77171, 1.52681, 1.73217)  0.31
H (-3.98330, 2.29449, -0.31185)  0.20
C (-4.03127, 1.82038, -3.73947)  -0.53
O (-3.02576, 2.60468, -3.10545)  -0.49
H (-3.54405, 1.09923, -4.39012)  0.32
H (-4.62294, 1.28586, -2.99242)  0.13
H (-4.68412, 2.46588, -4.33756)  0.30
H (-3.47573, 3.23166, -2.53571)  0.24
C (1.90669, -1.52861, 3.51749)  -0.43
O (1.61034, -0.23118, 3.01328)  -0.55
H (2.23478, -1.41756, 4.54727)  0.10
H (1.01999, -2.16795, 3.49153)  0.33
H (2.70880, -1.98957, 2.93802)  0.21
H (1.32671, -0.34401, 2.10058)  0.35
C (4.94003, -1.16580, 5.97368)  -0.65
O (4.86172, -1.18458, 4.55163)  -0.47
H (5.16391, -2.17595, 6.30663)  0.26
H (5.73329, -0.49465, 6.31432)  0.28
H (3.98807, -0.85029, 6.40903)  0.29
H (4.65519, -0.29149, 4.25838)  0.28
C (-7.71341, 2.33550, -2.73338)  -0.56
O (-6.72523, 3.13263, -2.08777)  -0.45
H (-7.19639, 1.62704, -3.37433)  0.21
H (-8.30712, 1.78256, -2.00126)  0.28
H (-8.37458, 2.95461, -3.34664)  0.28
H (-7.17804, 3.75828, -1.51829)  0.26
C (-4.23247, -4.76860, -2.30292)  -0.46
O (-3.74183, -5.33174, -1.09484)  -0.57
H (-5.16697, -5.27341, -2.55205)  0.25
H (-4.41781, -3.69989, -2.17655)  0.19
H (-3.51421, -4.91463, -3.11268)  0.22
H (-2.91809, -4.86691, -0.89200)  0.35
C (7.76287, -1.73817, 1.94513)  -0.39
O (7.73568, -0.95267, 3.13101)  -0.51
H (8.65861, -1.46941, 1.38988)  0.22
H (7.80120, -2.80487, 2.18279)  0.24
H (6.88732, -1.53763, 1.32243)  0.12
H (6.94102, -1.19433, 3.61692)  0.33
C (2.50937, 4.58018, 0.17529)  -0.55
O (2.62126, 3.50657, -0.74945)  -0.43
H (1.85245, 4.25450, 0.97729)  0.21
H (3.48516, 4.83817, 0.59856)  0.26
H (2.07564, 5.46473, -0.30090)  0.24
H (3.20022, 3.78988, -1.46062)  0.26

Properties
Molar mass: 390.47 g mol⁻¹
Energy: -1426.8466 Eh
Frontier orbital gap: 6.14 eV
Total charge: -1
LUMO: 2.188 eV
F_max: 1.511 eV/A
Highest occupied orbital energy: -0.14517 hartree

---

Q: What is the F_max in the second record?
A: 1.354 eV/A